The following is a quantum chemistry calculation of a structure of composition C27H57BeCl4N3O19 at a distorted geometry, from the Open Molecules 2025 dataset.

Summary:
LUMO energy ... 0.5 eV
HOMO-LUMO gap ... 4.9 eV

ORCA input file:
```
! wB97M-V def2-TZVPD RIJCOSX def2/J DEFGRID3
* xyz -2 1
Cl 1.187 1.509 0.214
Cl -2.218 -0.772 -2.821
Cl -4.511 -3.980 0.419
Cl -3.579 1.475 2.393
O 6.782 -3.672 -2.030
O -2.531 0.523 -2.370
O -3.487 -1.418 -3.058
O -2.266 1.598 3.051
O -1.511 -2.046 2.783
O 1.215 0.496 1.228
O -3.647 -2.919 0.814
O -1.460 -1.548 -1.873
O -5.447 -4.228 1.480
O -4.058 0.236 2.897
O -3.760 -5.167 0.259
O -1.400 -0.748 -4.043
O 0.822 0.870 -1.030
O 0.123 2.344 0.624
O -5.127 -3.570 -0.833
O 2.444 2.165 0.087
O -4.440 4.281 -1.455
O -4.574 2.452 2.700
O -3.425 1.407 0.951
N 5.433 -3.365 -1.815
N -4.210 5.619 -1.276
N -0.248 -2.629 3.115
C 3.192 -3.161 -2.786
C 5.234 -2.372 -0.720
C -2.729 5.084 0.745
C -4.207 6.042 -3.742
C 0.371 -2.187 4.305
C -0.032 -3.761 0.971
C -1.725 5.423 -1.588
C -2.782 7.387 -0.320
C -2.993 8.116 -1.716
C -0.149 -3.007 5.611
C 5.141 -4.510 -3.987
C 4.749 -3.191 -3.153
C 0.104 -3.947 2.479
C 5.119 -1.909 -4.010
C -4.767 6.441 -2.388
C -4.403 7.960 -2.157
C 6.020 -2.987 0.532
C 5.724 -0.955 -1.067
C -6.241 6.334 -2.427
C 1.542 -4.433 2.731
C 3.798 -2.494 -0.267
C -0.762 -5.018 2.934
C 2.784 -2.320 -1.531
C -2.892 5.838 -0.621
C 1.884 -2.382 4.256
C 0.109 -0.748 4.564
C 2.371 -3.819 3.862
Be -1.305 -0.499 0.622
H 2.311 -2.100 5.218
H 2.694 -2.842 -3.702
H -2.142 -2.664 3.161
H 5.683 -0.402 -0.129
H -3.914 4.062 -2.228
H 0.586 -2.941 0.605
H 0.432 -2.716 6.487
H -0.716 5.834 -1.543
H -2.271 7.760 -2.451
H -0.027 -4.083 5.490
H 5.029 -0.451 -1.740
H 1.596 -5.517 2.833
H -3.637 7.649 0.303
H -0.900 -0.505 4.895
H -3.169 6.332 -3.909
H 3.425 -3.997 3.648
H -1.065 -3.678 0.633
H 6.182 -4.555 -4.306
H 3.430 -1.727 0.415
H 6.745 -0.939 -1.448
H 2.133 -4.556 4.629
H -0.917 -5.932 2.362
H 2.764 -1.325 -1.976
H 0.304 -0.148 3.674
H 5.728 -4.013 0.759
H 6.887 -4.439 -1.462
H 6.191 -1.951 -3.817
H 0.267 -4.681 0.469
H -4.335 8.607 -3.031
H -3.640 5.215 1.330
H -4.828 6.386 -4.569
H -1.772 -4.690 3.182
H -6.729 7.021 -3.119
H -1.197 -2.735 5.738
H 4.743 -0.892 -3.893
H -6.593 6.338 -1.396
H 3.567 -3.441 0.219
H 2.124 -4.410 1.809
H 2.380 -1.652 3.616
H 4.581 -4.366 -4.911
H 1.777 -2.523 -1.167
H 0.802 -0.300 5.276
H 5.716 -2.491 1.453
H -1.777 5.088 1.276
H -2.597 4.023 0.531
H 4.749 -5.337 -3.394
H -2.134 5.404 -2.597
H -2.868 9.179 -1.511
H -6.554 5.367 -2.820
H 2.745 -4.152 -2.717
H -1.795 7.615 0.084
H -5.137 8.463 -1.527
H 7.070 -2.784 0.322
H -0.379 -5.630 3.751
H -4.362 4.976 -3.906
H 5.064 -1.976 -5.097
H -1.510 4.381 -1.351
*
```



The following is a quantum chemistry calculation of a structure of composition C27H29N5O2Pb at a distorted geometry, from the Open Molecules 2025 dataset.

Summary:
LUMO energy (spin up / spin down) ... -8.8 / -8.4 eV
HOMO-LUMO gap (spin up / spin down) ... 5.5 / 5.9 eV

ORCA input file:
```
! wB97M-V def2-TZVPD RIJCOSX def2/J DEFGRID3
* xyz 2 1
Pb -0.723 0.365 0.192
O -2.026 2.041 -1.086
O -1.702 -1.695 -0.526
N 0.573 0.810 -1.905
N -2.579 0.032 2.364
N 0.916 -1.593 1.130
N -0.184 -0.546 7.090
N 1.673 1.866 1.037
C 0.888 -2.843 0.698
C -3.519 2.894 -4.223
C -1.664 0.973 4.287
C -0.731 -0.439 6.072
C -1.391 1.862 -4.727
C 0.815 2.873 1.717
C -2.288 1.109 3.066
C -1.063 -4.645 -2.569
C 0.119 1.158 -3.059
C 2.289 2.509 -0.204
C -2.590 2.422 -5.150
C -0.025 -3.433 -0.221
C 1.993 0.440 -1.806
C -1.106 -2.808 -0.990
C -1.191 1.668 -3.367
C -2.153 2.112 -2.343
C -0.046 -5.264 -1.825
C -2.314 -1.220 2.758
C -1.765 -1.458 4.025
C 3.007 -0.208 1.671
C -3.368 2.611 -2.880
C 2.588 1.200 2.004
C 0.346 -4.729 -0.584
C -1.335 -0.331 4.764
C 2.053 -1.321 2.004
C 2.885 1.592 -1.285
C -1.591 -3.498 -2.108
H 0.781 1.081 -3.933
H -2.433 -2.995 -2.585
H 3.422 -0.284 0.655
H -2.484 2.062 2.573
H -4.348 3.537 -4.567
H 3.854 1.157 -0.965
H -1.698 -2.476 4.380
H 0.389 -6.187 -2.247
H 3.110 2.252 -2.209
H -2.463 -2.025 2.068
H 2.057 1.200 3.030
H 0.166 2.294 2.385
H 0.274 3.441 0.993
H 1.722 -1.181 3.052
H -4.133 2.868 -2.208
H 1.718 -3.515 1.009
H -2.813 2.486 -6.207
H 3.081 3.180 0.157
H 2.709 -2.243 2.111
H -0.679 1.559 -5.464
H 2.205 -0.338 -1.035
H 3.462 1.864 2.214
H -1.387 1.811 4.901
H 1.425 3.030 -0.619
H -1.222 -5.114 -3.524
H 1.293 3.609 2.359
H 2.293 0.012 -2.773
H 1.026 -5.298 0.089
H 3.882 -0.296 2.339
*
```



The following is a quantum chemistry calculation of a cluster of 4 separate species, C2H12O3S2 in total at a distorted geometry, from the Open Molecules 2025 dataset.

Summary:
SMILES ... CSSC.O.O.O
LUMO energy ... 0.2 eV
Energy above the lowest of the compared OMol25 structures with the same formula, charge and spin ... 35.7 kcal/mol
HOMO-LUMO gap ... 9.6 eV

ORCA input file:
```
! wB97M-V def2-TZVPD RIJCOSX def2/J DEFGRID3
* xyz 0 1
S 1.932 -0.015 1.217
S 1.372 1.523 -0.143
O -1.769 1.639 -0.287
O -2.865 -0.994 -0.082
O -2.260 -3.437 -1.368
C 1.316 0.889 -1.876
C 0.429 -0.618 1.947
H -2.388 -2.769 -0.592
H 2.364 0.831 -2.135
H 0.326 -1.713 2.087
H 0.751 -0.032 -1.924
H -2.267 -0.323 -0.320
H -0.856 1.580 0.031
H -0.244 -0.460 1.127
H 0.882 1.517 -2.677
H 0.299 0.139 2.694
H -3.583 -0.705 -0.762
H -1.941 2.566 -0.274
H -1.516 -4.040 -0.976
*
```



The following is a quantum chemistry calculation of a cluster of 3 separate species, C5H15N2O in total at a distorted geometry, from the Open Molecules 2025 dataset.

Summary:
LUMO energy ... -7.4 eV
Energy above the lowest of the compared OMol25 structures with the same formula, charge and spin ... 181.0 kcal/mol
HOMO-LUMO gap ... 6.0 eV

ORCA input file:
```
! wB97M-V def2-TZVPD RIJCOSX def2/J DEFGRID3
* xyz 1 1
O -0.076 -3.108 -0.605
N -0.760 1.225 0.719
N 1.480 -0.445 -0.696
C -1.652 1.865 1.771
C 0.860 0.563 -1.673
C -1.212 0.121 -0.148
C -2.043 -0.776 0.375
C -0.687 0.257 -1.666
H 5.125 -0.105 2.889
H -3.060 -1.083 0.630
H 5.460 0.285 2.385
H -1.302 0.945 -2.282
H -0.772 -3.788 -0.683
H 1.288 0.371 -2.762
H -2.489 2.480 1.218
H 0.956 1.551 -1.280
H -2.335 1.228 2.362
H 2.502 -0.700 -0.838
H 1.031 -1.318 -0.977
H 0.142 1.049 1.151
H -0.783 -0.726 -2.148
H -0.653 -2.451 -0.119
H -1.021 2.560 2.376
*
```



Summary of E in eV
-122748.64298; -45244.66682; -30080.68097; -10442.71343
(order as listed above)